1.
ORCA calculation (the ωB97M-V functional and the def2-TZVPD basis) on a cluster of 16 separate species, C36H100Br2FN4O16 in total.

CARTESIAN COORDINATES (ANGSTROEM)
C1 4.047 -2.069 1.681
O1 5.241 -1.327 1.581
C2 5.098 0.013 2.012
C3 4.332 0.922 1.062
C4 5.165 1.462 -0.108
C5 5.901 0.413 -0.938
C6 4.992 -0.555 -1.694
C7 3.970 0.097 -2.641
C8 2.608 -0.576 -2.547
C9 1.509 0.162 -3.318
C10 0.845 1.310 -2.545
C11 -0.535 0.909 -1.979
C12 -0.408 0.222 -0.605
C13 -1.531 0.569 0.407
C14 -1.178 0.007 1.823
Br1 0.390 -1.061 1.976
C15 -1.906 0.262 2.931
C16 -3.194 1.030 2.944
Br2 -1.344 -0.370 4.640
C17 -1.477 2.118 0.524
N1 -2.650 2.857 -0.069
C18 -3.425 2.132 -0.893
N2 -3.748 2.580 -2.089
F1 -4.593 1.886 -2.848
N3 -3.934 0.917 -0.482
C19 -2.898 -0.077 -0.011
C20 -2.830 -1.220 -1.025
C21 -2.269 -2.527 -0.454
N4 -3.026 -3.653 -1.038
H1 4.320 -3.115 1.770
H2 3.474 -1.758 2.557
H3 3.421 -1.967 0.791
H4 4.634 0.012 3.004
H5 6.103 0.417 2.138
H6 3.416 0.431 0.722
H7 4.007 1.792 1.631
H8 4.513 2.080 -0.723
H9 5.910 2.142 0.309
H10 6.578 0.925 -1.624
H11 6.532 -0.168 -0.266
H12 5.632 -1.210 -2.285
H13 4.502 -1.191 -0.960
H14 3.880 1.170 -2.473
H15 4.346 -0.021 -3.656
H16 2.340 -0.754 -1.502
H17 2.705 -1.567 -2.999
H18 1.953 0.567 -4.227
H19 0.766 -0.574 -3.623
H20 1.475 1.670 -1.731
H21 0.689 2.145 -3.227
H22 -0.969 0.237 -2.714
H23 -1.173 1.795 -1.956
H24 0.514 0.586 -0.162
H25 -0.326 -0.847 -0.739
H26 -3.088 2.076 2.668
H27 -3.611 1.048 3.946
H28 -3.961 0.579 2.323
H29 -1.381 2.433 1.556
H30 -0.600 2.511 0.017
H31 -2.322 3.712 -0.512
H32 -3.410 3.455 -2.465
H33 -4.525 1.117 0.319
H34 -3.331 -0.539 0.866
H35 -3.869 -1.429 -1.279
H36 -2.345 -0.928 -1.950
H37 -1.217 -2.635 -0.723
H38 -2.346 -2.554 0.630
H39 -2.676 -3.796 -1.978
H40 -2.774 -4.507 -0.556
C22 -0.510 4.103 -5.398
O2 0.854 3.851 -5.070
H41 -1.107 3.820 -4.531
H42 -0.675 5.159 -5.606
H43 -0.825 3.501 -6.255
H44 1.392 4.098 -5.826
C23 -0.784 0.995 8.872
O3 -1.026 1.696 7.655
H45 -0.181 1.640 9.505
H46 -1.718 0.767 9.391
H47 -0.234 0.068 8.691
H48 -1.558 1.134 7.087
C24 6.088 -4.448 1.086
O4 5.644 -3.552 0.064
H49 5.428 -5.311 1.090
H50 7.109 -4.783 0.889
H51 6.047 -3.970 2.069
H52 6.228 -2.790 0.069
C25 5.722 -6.547 4.511
O5 4.958 -6.768 3.333
H53 6.639 -6.042 4.218
H54 5.175 -5.914 5.215
H55 5.981 -7.491 4.999
H56 4.144 -7.205 3.594
C26 5.303 0.106 -6.734
O6 4.395 1.147 -6.370
H57 6.015 -0.017 -5.923
H58 4.769 -0.835 -6.886
H59 5.841 0.371 -7.647
H60 3.773 1.245 -7.093
C27 4.913 3.134 4.173
O7 4.080 3.632 3.127
H61 5.327 2.186 3.839
H62 5.734 3.822 4.385
H63 4.340 2.965 5.088
H64 3.718 4.470 3.420
C28 -4.130 2.525 6.769
O8 -4.819 2.164 5.567
H65 -3.152 2.907 6.488
H66 -4.670 3.300 7.316
H67 -4.001 1.649 7.407
H68 -5.681 1.825 5.817
C29 2.745 -5.063 -1.815
O9 1.692 -4.302 -1.224
H69 2.304 -5.774 -2.508
H70 3.427 -4.407 -2.361
H71 3.305 -5.607 -1.051
H72 2.110 -3.688 -0.614
C30 -8.096 -0.230 -2.919
O10 -6.761 -0.019 -3.383
H73 -8.454 -1.142 -3.388
H74 -8.129 -0.355 -1.834
H75 -8.747 0.597 -3.213
H76 -6.415 0.780 -2.984
C31 -1.153 4.727 4.873
O11 -1.867 4.373 3.684
H77 -0.185 5.126 4.583
H78 -1.695 5.488 5.439
H79 -1.003 3.847 5.503
H80 -2.716 4.022 3.968
C32 -8.302 -0.817 -7.113
O12 -7.785 -1.590 -6.029
H81 -8.703 -1.513 -7.846
H82 -9.103 -0.154 -6.781
H83 -7.517 -0.222 -7.583
H84 -7.419 -0.977 -5.384
C33 2.163 -4.668 3.255
O13 2.484 -5.327 4.472
H85 3.092 -4.315 2.813
H86 1.679 -5.357 2.558
H87 1.504 -3.814 3.441
H88 1.665 -5.649 4.863
C34 -0.752 7.810 -3.150
O14 -1.269 7.177 -4.319
H89 -0.159 7.071 -2.617
H90 -0.109 8.653 -3.409
H91 -1.558 8.159 -2.499
H92 -1.786 7.827 -4.800
C35 -10.175 2.274 -9.478
O15 -9.156 1.965 -8.528
H93 -10.214 1.454 -10.189
H94 -11.150 2.369 -8.994
H95 -9.947 3.197 -10.016
H96 -9.116 2.687 -7.898
C36 1.259 -6.055 7.675
O16 0.455 -6.260 6.512
H97 2.176 -5.570 7.353
H98 0.749 -5.410 8.395
H99 1.508 -7.005 8.152
H100 -0.358 -6.692 6.781

Cartesian forces (eV/Å) of the 6 atoms listed first:
C -0.07 -0.02 0.18
O 0.05 0.05 0.02
C -0.02 0.21 0.03
C 0.05 0.17 -0.08
C 0.02 -0.22 0.29
C -0.18 0.19 -0.02

## Properties
- DFT total energy (eV) = -220460.2080
- total charge = +1
- highest occupied orbital energy (eV) = -10.987
- maximum force (eV/Å) = 1.614
- spin multiplicity = 1

2.
ORCA calculation (the ωB97M-V functional and the def2-TZVPD basis) on a cluster of 2 separate species, C5H17N2O in total.

CARTESIAN COORDINATES (ANGSTROEM)
C1 1.028 0.350 1.464
C2 -0.343 -0.020 1.879
C3 -1.455 0.480 0.925
C4 -1.929 -0.505 -0.213
C5 -1.401 -0.072 -1.593
N1 -0.391 -0.950 -2.254
N2 1.311 -0.551 0.197
H1 1.816 0.120 2.115
H2 1.149 1.418 1.024
H3 -0.477 0.271 3.014
H4 -0.377 -1.132 1.839
H5 -2.471 0.867 1.514
H6 -1.401 1.493 0.603
H7 -2.936 -0.444 -0.202
H8 -1.596 -1.485 0.103
H9 -2.357 0.176 -2.289
H10 -0.927 0.948 -1.676
H11 -0.810 -1.082 -3.210
H12 -0.058 -1.767 -1.687
H13 2.234 -0.332 -0.086
H14 0.676 -0.119 -0.652
H15 1.071 -1.551 0.364
H16 3.091 1.063 -1.185
H17 3.126 1.786 0.275
O1 3.427 1.036 -0.269

Cartesian forces (eV/Å) of the 6 atoms listed first:
C -0.04 0.87 -3.56
C -1.39 0.14 2.15
C -3.65 0.44 2.04
C 4.01 1.93 0.81
C -1.24 1.38 -1.90
N -0.96 0.06 -0.36

## Properties
- DFT total energy (eV) = -10479.7709
- total charge = +1
- highest occupied orbital energy (eV) = -13.081
- maximum force (eV/Å) = 4.523
- spin multiplicity = 1
- energy relative to the best compared isomer or geometry (same formula, charge and spin) (kcal/mol) = 73.0